C36H100N4O16 | ωB97M-V/def2-TZVPD

- total charge = 0
- multiplicity = 1
- E_LUMO (eV) = 0.22
- SMILES string = COC[C@H](C)N.COC[C@H](C)N.COC[C@H](C)N.COC[C@H](C)N.CC(C)O.CC(C)O.CC(C)O.CC(C)O.OCCO.OCCO.OCCO.OCCO
- ΔE to the lowest compared entry with this formula, charge and spin (kcal/mol) = 98.0

Bonds (Å) are listed after each position.
Cartesian coordinates (Å):
1 H 8.0255 12.1282 11.3484  N114 1.010
2 H 14.4514 9.1049 20.3761  C48 1.090
3 O 18.6405 17.7386 13.5676  C90 1.398, H150 0.960
4 O 16.9257 15.4832 18.3208  C39 1.469, C76 1.398
5 C 13.0704 11.5651 9.2137  H9 1.090, H71 1.090, O94 1.387, C108 1.555
6 H 15.4286 9.5284 14.9081  C20 1.090
7 H 12.8695 15.5378 16.0439  C111 1.090
8 H 16.9903 18.9006 14.0240  C90 1.090
9 H 13.7768 12.3939 9.1671  C5 1.090
10 O 13.6350 10.2587 18.9124  C48 1.448, C97 1.455
11 C 15.9724 10.3114 19.3510  C48 1.513, C51 1.584, H60 1.090, N99 1.463
12 H 14.0949 7.8009 15.7508  O77 0.960
13 H 12.2017 8.5354 10.7196  C98 1.090
14 H 10.8216 13.6589 19.0911  C80 1.090
15 H 14.1271 11.3246 14.4472  C121 1.090
16 H 17.2376 13.5870 7.8801  O62 0.960
17 C 13.4260 13.4455 14.5071  O18 1.465, H115 1.090, C121 1.591, H139 1.090
18 O 13.6592 13.6220 15.9422  C17 1.465, C111 1.441
19 O 15.6566 13.9983 10.9668  H86 0.960, C119 1.432
20 C 15.1414 8.6710 14.2993  H6 1.090, C24 1.571, O77 1.417, H113 1.090
21 C 11.1751 17.7937 20.4664  C55 1.527, H61 1.090, H128 1.090, O154 1.424
22 H 10.1960 11.2189 18.6307  C47 1.090
23 H 16.5763 17.0700 15.9419  C81 1.090
24 C 16.2930 8.2335 13.3249  C20 1.571, O46 1.426, H49 1.090, H69 1.090
25 H 8.7338 11.2569 10.1579  N114 1.010
26 H 10.1852 9.5916 10.6558  C54 1.090
27 C 8.7995 11.0596 13.4837  H30 1.090, C56 1.512, H79 1.090, H131 1.090
28 H 10.4709 17.9390 18.0687  O130 0.960
29 H 17.6562 18.5081 16.0706  C81 1.090
30 H 8.3768 12.0035 13.8277  C27 1.090
31 N 14.5712 16.5865 21.0965  C63 1.432, H129 1.010, H137 1.010
32 H 13.2115 11.6977 12.5057  N146 1.010
33 H 20.9457 9.5347 14.8555  C136 1.090
34 H 9.5325 13.1534 16.6983  O110 0.960
35 C 12.1189 20.8854 15.8218  C41 1.535, H68 1.090, H118 1.090, H132 1.090
36 H 16.3447 13.2991 13.8446  C93 1.090
37 H 16.8725 15.9723 13.2004  C75 1.090
38 H 15.6801 10.0296 17.2313  C51 1.090
39 C 15.6922 15.4139 19.1156  O4 1.469, C63 1.596, H85 1.090, H124 1.090
40 H 17.2444 9.5612 17.6042  C51 1.090
41 C 12.4384 20.1938 17.1550  C35 1.535, C91 1.520, O123 1.416, H151 1.090
42 H 17.0160 8.8261 11.6374  O46 0.960
43 H 16.2612 14.8056 21.8781  C70 1.090
44 H 16.0133 12.3893 15.3467  C93 1.090
45 H 16.2894 12.3818 9.6696  C119 1.090
46 O 16.5778 9.2575 12.3746  C24 1.426, H42 0.960
47 C 9.6255 12.0674 18.2529  H22 1.090, C65 1.551, C80 1.468, O110 1.376
48 C 14.6087 10.1050 19.9724  H2 1.090, O10 1.448, C11 1.513, H52 1.090
49 H 17.2520 8.1623 13.8380  C24 1.090
50 H 9.7940 8.8610 12.1177  C54 1.090
51 C 16.2346 9.5079 18.0113  C11 1.584, H38 1.090, H40 1.090, H83 1.090
52 H 14.4706 10.8192 20.7842  C48 1.090
53 H 19.2567 8.8165 12.8547  C142 1.090
54 C 10.2589 9.7670 11.7291  H26 1.090, H50 1.090, C56 1.561, O155 1.450
55 C 10.8779 16.6748 19.4703  C21 1.527, H89 1.090, H117 1.090, O130 1.420
56 C 9.3790 11.0050 12.0877  C27 1.512, C54 1.561, H64 1.090, N114 1.458
57 H 14.7256 11.4185 12.1090  N146 1.010
58 H 7.8607 11.4075 19.0856  C65 1.090
59 H 22.6356 10.9350 13.9426  O73 0.960
60 H 16.1812 11.3779 19.2665  C11 1.090
61 H 11.4524 17.2114 21.3451  C21 1.090
62 O 17.3965 14.4066 8.3541  H16 0.960, C126 1.457
63 C 15.8063 16.3269 20.4193  N31 1.432, C39 1.596, C70 1.562, H156 1.090
64 H 10.0489 11.8644 12.1168  C56 1.090
65 C 8.1249 11.7190 18.0750  C47 1.551, H58 1.090, H92 1.090, H112 1.090
66 H 17.1145 13.4704 17.8379  C76 1.090
67 H 17.0327 12.4902 11.1658  C119 1.090
68 H 13.0544 21.2336 15.3841  C35 1.090
69 H 16.1876 7.2547 12.8571  C24 1.090
70 C 16.7572 15.6926 21.4841  H43 1.090, C63 1.562, H145 1.090, H153 1.090
71 H 12.7354 11.5512 10.2509  C5 1.090
72 H 16.1230 14.5568 16.6887  C76 1.090
73 O 22.2194 10.3090 13.3455  H59 0.960, C136 1.415
74 H 15.4362 16.9125 13.6075  C75 1.090
75 C 16.4510 16.9774 13.2150  H37 1.090, H74 1.090, C90 1.552, H100 1.090
76 C 16.9574 14.4477 17.3814  O4 1.398, H66 1.090, H72 1.090, H125 1.090
77 O 14.7549 7.5638 15.0952  H12 0.960, C20 1.417
78 H 13.9181 18.8835 17.8968  C91 1.090
79 H 9.5582 11.0030 14.2642  C27 1.090
80 C 9.8150 13.2413 19.1131  H14 1.090, C47 1.468, H144 1.090, H149 1.090
81 C 17.4500 17.5804 15.5367  H23 1.090, H29 1.090, C90 1.470, H109 1.090
82 H 20.7046 12.0329 14.6528  C140 1.090
83 H 15.9544 8.4624 18.1399  C51 1.090
84 H 12.8196 18.0458 16.8701  C91 1.090
85 H 14.9163 15.7511 18.4284  C39 1.090
86 H 15.1397 13.4869 11.5936  O19 0.960
87 H 18.6910 13.6067 9.8347  C126 1.090
88 H 16.6556 9.9314 21.2259  N99 1.010
89 H 10.2212 16.0181 20.0410  C55 1.090
90 C 17.3553 17.8763 14.0997  O3 1.398, H8 1.090, C75 1.552, C81 1.470
91 C 13.3505 18.9922 16.9727  C41 1.520, H78 1.090, H84 1.090, H106 1.090
92 H 7.9708 10.9682 17.3000  C65 1.090
93 C 15.8548 12.4227 14.2688  H36 1.090, H44 1.090, H120 1.090, C121 1.524
94 O 12.0003 11.6656 8.3371  C5 1.387, H105 0.960
95 H 20.5657 9.3568 11.7854  C142 1.090
96 H 20.7868 8.0536 12.9519  C142 1.090
97 C 13.4564 11.5809 18.3311  O10 1.455, H102 1.090, H107 1.090, H122 1.090
98 C 12.4257 8.9272 11.7117  H13 1.090, H134 1.090, H148 1.090, O155 1.390
99 N 16.9533 9.7479 20.2784  C11 1.463, H88 1.010, H104 1.010
100 H 16.3806 17.3535 12.1944  C75 1.090
101 H 13.0841 9.3960 8.8646  C108 1.090
102 H 14.3000 12.1716 17.9739  C97 1.090
103 H 19.9949 11.7724 13.0734  C140 1.090
104 H 16.9188 8.7414 20.2026  N99 1.010
105 H 12.3365 11.5953 7.4406  O94 0.960
106 H 14.1344 19.0096 16.2155  C91 1.090
107 H 12.8258 11.4004 17.4606  C97 1.090
108 C 13.7979 10.2145 8.9570  C5 1.555, H101 1.090, H141 1.090, O143 1.414
109 H 18.1302 16.7700 15.7987  C81 1.090
110 O 10.0390 12.3882 16.9803  H34 0.960, C47 1.376
111 C 12.7707 14.5786 16.5521  H7 1.090, O18 1.441, H116 1.090, H135 1.090
112 H 7.5452 12.6117 17.8398  C65 1.090
113 H 14.2710 9.0365 13.7545  C20 1.090
114 N 8.3385 11.2045 11.0859  H1 1.010, H25 1.010, C56 1.458
115 H 12.3664 13.2940 14.3011  C17 1.090
116 H 13.0822 14.7306 17.5855  C111 1.090
117 H 11.7122 16.0452 19.1610  C55 1.090
118 H 11.4777 21.7640 15.8928  C35 1.090
119 C 16.6348 13.1327 10.3802  O19 1.432, H45 1.090, H67 1.090, C126 1.532
120 H 16.4592 11.6087 13.8687  C93 1.090
121 C 14.3667 12.2776 13.9756  H15 1.090, C17 1.591, C93 1.524, N146 1.444
122 H 12.8762 12.2745 18.9396  C97 1.090
123 O 11.1949 19.8107 17.7135  C41 1.416, H133 0.960
124 H 15.4335 14.4018 19.4267  C39 1.090
125 H 17.8202 14.4517 16.7153  C76 1.090
126 C 17.6921 14.0303 9.7307  O62 1.457, H87 1.090, C119 1.532, H147 1.090
127 H 19.2328 10.9500 14.3904  C140 1.090
128 H 10.3442 18.4507 20.7232  C21 1.090
129 H 14.0884 17.3301 20.6127  N31 1.010
130 O 10.1420 17.0739 18.3237  H28 0.960, C55 1.420
131 H 8.1788 10.1966 13.7247  C27 1.090
132 H 11.6824 20.2411 15.0586  C35 1.090
133 H 10.5846 20.5503 17.7598  O123 0.960
134 H 13.4598 9.2490 11.5877  C98 1.090
135 H 11.7354 14.2779 16.3912  C111 1.090
136 C 20.9422 9.9881 13.8643  H33 1.090, O73 1.415, C140 1.509, C142 1.563
137 H 14.8355 16.9472 22.0022  N31 1.010
138 H 11.8734 19.0137 19.1450  O154 0.960
139 H 13.6934 14.3571 13.9727  C17 1.090
140 C 20.2027 11.2926 14.0298  H82 1.090, H103 1.090, H127 1.090, C136 1.509
141 H 14.4180 9.9945 9.8260  C108 1.090
142 C 20.3243 9.0283 12.7963  H53 1.090, H95 1.090, H96 1.090, C136 1.563
143 O 14.5568 10.2713 7.7651  C108 1.414, H152 0.960
144 H 9.4894 12.9800 20.1199  C80 1.090
145 H 17.7368 15.4448 21.0753  C70 1.090
146 N 14.1354 12.1018 12.5615  H32 1.010, H57 1.010, C121 1.444
147 H 17.7136 14.8859 10.4057  C126 1.090
148 H 12.1543 8.1807 12.4582  C98 1.090
149 H 9.1350 14.0272 18.7842  C80 1.090
150 H 18.6043 17.8408 12.6138  O3 0.960
151 H 13.0238 20.8429 17.8063  C41 1.090
152 H 14.7855 9.3868 7.4704  O143 0.960
153 H 17.0710 16.3153 22.3219  C70 1.090
154 O 12.2108 18.6283 19.9569  C21 1.424, H138 0.960
155 O 11.6488 10.0301 12.0486  C54 1.450, C98 1.390
156 H 16.1686 17.3079 20.1118  C63 1.090